1.
12
Properties=species:S:1:pos:R:3 method="wB97M-V/def2-TZVPD" lumo_energy_ha="-0.0238 / -0.0564" total_charge=0 homo_energy_ev="-8.78 / -7.68"
C -0.71650 0.67397 -1.04161
C 0.61586 -0.09965 -1.11881
C -0.26694 1.19845 0.29702
N 0.92519 0.68860 0.19664
O -1.69729 0.75819 -1.75639
O 0.39677 -0.94699 2.28365
S -1.01874 -1.17816 1.81268
Cl -1.16970 -2.68302 0.42207
H 0.65098 -1.25739 -1.10383
H 1.17281 0.33459 -1.90108
H -0.35161 2.12090 0.94320
H 1.45918 0.39051 0.96648

=====

2.
10
Properties=species:S:1:pos:R:3 method="wB97M-V/def2-TZVPD" lumo_energy_ha="0.0120 / -0.1523" s2=2.0097 total_charge=0 spin_multiplicity=3 homo_energy_ev="-7.49 / -10.21"
C -1.36352 0.60209 -1.80707
C 0.61284 -0.59046 1.58901
C -0.40666 0.18252 -0.85407
N -2.10036 1.02895 -2.57622
S -0.77627 0.21789 0.78140
Cl 0.95914 1.82320 -1.61653
H 1.48634 0.14083 1.86096
H 1.07725 -1.51468 1.12562
H 0.30443 -1.09843 2.60261
H 0.20681 -0.79193 -1.10571

=====

3.
10
Properties=species:S:1:pos:R:3 method="wB97M-V/def2-TZVPD" lumo_energy_ha="0.0250 / -0.0939" s2=2.0204 total_charge=0 spin_multiplicity=3 homo_energy_ev="-5.18 / -8.40"
C -1.59205 0.15898 -0.00353
C 0.56281 0.82192 -0.01740
C 1.17145 -0.47055 0.01680
N -1.52333 -1.07475 0.00382
S -0.20064 -1.96152 -0.00399
Cl -2.84139 1.22999 0.00275
H 0.50049 1.35297 -0.94783
H 0.49931 1.40388 0.88410
H 1.73103 -0.74287 -0.86815
H 1.69233 -0.71804 0.93344

=====

4.
12
Properties=species:S:1:pos:R:3 method="wB97M-V/def2-TZVPD" lumo_energy_ha="-0.4445 / -0.3773" s2=4.1682 total_charge=+2 spin_multiplicity=4 homo_energy_ev="-20.11 / -20.04"
O 0.82417 -0.39043 0.99423
C 0.02183 -1.41740 0.69190
C 0.52320 0.88363 0.53296
O 0.25723 -2.52074 1.17855
O -0.90796 -1.24142 -0.17487
C 1.04977 1.36174 -0.60817
H -0.08328 1.47134 1.22742
H -1.76690 1.71384 -0.56494
H 1.76534 0.77787 -1.19117
H 0.84796 2.40052 -0.87452
Cr -1.30568 0.24340 -1.32179
Li -1.22568 -3.28234 0.11040

=====

5.
13
Properties=species:S:1:pos:R:3 method="wB97M-V/def2-TZVPD" lumo_energy_ha="-0.4570 / -0.4484" s2=15.7584 total_charge=+3 spin_multiplicity=8 homo_energy_ev="-20.17 / -20.17"
O 0.29623 0.57689 -0.73250
C 1.31105 -0.20313 -0.18683
C -0.98407 0.41529 -0.49020
O 2.41930 0.12051 -0.64316
O 1.00247 -1.11241 0.57689
C -1.81136 1.24342 0.25970
Eu 4.97672 0.16477 -0.62620
H -2.73096 1.54760 -0.24051
H -1.29191 2.07826 0.73484
Li 1.71740 -2.18604 1.91839
O -1.51890 -0.83837 -0.32660
H -0.92570 -1.55849 -0.64253
H -2.46026 -0.24831 0.39869

=====

6.
11
Properties=species:S:1:pos:R:3 method="wB97M-V/def2-TZVPD" lumo_energy_ha=-0.0644 total_charge=0 homo_energy_ev=-9.58
C -0.69669 -0.45545 -0.39713
C 0.61590 0.16664 -0.10012
C -1.15470 -0.14790 -1.82933
N -1.26686 -1.20898 0.38898
F -1.21312 1.09121 -2.25134
F -2.31495 -0.63951 -2.05415
I 0.68060 -1.48278 -3.33058
H 0.94636 0.70168 -1.07859
H 0.49624 0.84770 0.64414
H 1.30223 -0.64410 0.24480
H -2.18844 -1.65049 0.13434

=====

7.
10
Properties=species:S:1:pos:R:3 method="wB97M-V/def2-TZVPD" lumo_energy_ha=0.0341 smiles=C[C@H]1OC1(F)F total_charge=0 homo_energy_ev=-9.58
C 0.13636 -1.03481 -0.32141
C 0.29800 -2.34863 0.81096
C -0.15279 0.24207 0.38274
O 1.27703 -1.78602 -0.00926
F 0.41221 -2.03206 2.13701
F -0.09066 -3.61537 0.63101
H -0.41471 -1.27252 -1.22777
H 0.12584 0.21018 1.33456
H -1.22789 0.33508 0.44892
H 0.29977 1.06691 -0.17182

=====

8.
10
Properties=species:S:1:pos:R:3 method="wB97M-V/def2-TZVPD" lumo_energy_ha=0.0222 smiles="CC(=O)C(F)F" total_charge=0 homo_energy_ev=-10.33
C 0.76371 -0.97286 0.24839
C -0.47112 -0.07678 0.64791
C -0.68096 0.76380 -0.50126
H 0.62366 -1.16977 -0.77116
H 1.34033 -1.73490 1.07411
H 1.36584 -0.04381 -0.10339
H -1.68107 1.25738 -0.26027
O -0.99562 0.16345 1.75268
F -0.50167 0.15112 -1.66224
F 0.23689 1.66236 -0.42479

=====

9.
10
Properties=species:S:1:pos:R:3 method="wB97M-V/def2-TZVPD" lumo_energy_ha="-0.0118 / -0.0121" total_charge=0 homo_energy_ev="-8.60 / -8.59"
C 0.59936 -1.07690 -0.28171
C 1.50993 -0.25409 0.13991
C -1.55765 0.12685 0.08793
O -1.43732 1.30288 -0.49074
F 2.90491 -0.32084 0.00249
F 1.27674 0.99637 0.74698
H 0.53257 -2.07798 -0.80601
H -1.76611 -0.68667 -0.58430
H -1.20805 0.16464 1.17101
H -0.85439 1.82576 0.01444

=====

10.
20
Properties=species:S:1:pos:R:3 method="wB97M-V/def2-TZVPD" lumo_energy_ha=0.0009 total_charge=-1 homo_energy_ev=-4.52
O -2.84886 2.34379 -0.67316
C -3.23625 1.52588 0.08987
F -4.01344 1.83390 1.12436
N -3.01705 0.15893 0.03942
C -2.29334 -0.25331 -1.13607
O -2.80015 -0.89734 -1.99834
S -0.55942 0.24006 -1.19576
I 0.29983 0.44930 1.28438
C 0.29953 -1.24287 -1.82622
O -0.02839 -1.57591 -3.14392
O 1.00869 -1.12172 -4.01366
H -2.58507 -0.20261 0.88999
H 1.35147 -0.95795 -1.77416
H 0.12085 -2.07553 -1.14618
H 1.68171 -1.81659 -3.94032
O 3.95066 -0.09146 4.54821
S 3.38792 0.72098 3.47063
O 1.88324 0.86300 3.82345
O 3.43877 0.03851 2.16816
O 3.95931 2.06094 3.40934

=====

11.
11
Properties=species:S:1:pos:R:3 method="wB97M-V/def2-TZVPD" lumo_energy_ha="-0.0286 / 0.0097" total_charge=0 homo_energy_ev="-7.52 / -8.76"
C 0.20293 -0.08823 0.95700
C -1.23151 1.02783 -0.55853
C -0.40382 -2.63706 2.53524
O 0.93670 0.59834 1.49734
O -0.67867 -0.20083 0.05508
F 0.93118 -2.76780 2.84678
I -0.93075 -3.68393 0.75277
H -2.24117 0.73774 -1.03675
H -0.60526 1.50905 -1.31589
H -1.16916 1.65930 0.29432
H -0.94074 -3.07751 3.35712

=====

12.
9
Properties=species:S:1:pos:R:3 method="wB97M-V/def2-TZVPD" lumo_energy_ha="-0.0059 / -0.0059" total_charge=0 homo_energy_ev="-9.27 / -9.27"
C 2.01266 -0.91347 0.39876
C 1.11124 -0.24867 -0.03639
C 0.15704 0.70409 -0.51017
N -1.56512 0.39449 0.53325
F -2.51112 -0.00209 -0.53026
H 2.61703 -1.78465 0.61080
H -0.36468 0.43655 -1.40087
H 0.09865 1.82454 -0.21801
H -1.55568 -0.41079 1.15289